Density functional theory data (ωB97M-V/def2-TZVPD) for a cluster of 2 separate species, CCl6P in total in a non-equilibrium geometry.

Geometry (Å):
1 C -2.155 0.393 0.325
2 P 2.556 -0.437 -0.931
3 Cl -2.177 1.696 1.358
4 Cl -1.830 0.798 -1.242
5 Cl -2.826 -1.086 0.840
6 Cl 3.833 -0.547 0.664
7 Cl 1.314 1.125 -0.165
8 Cl 1.286 -1.942 -0.848

Forces on the atoms, in the same order (eV/Å):
-1.6090 0.4095 0.1769
1.0396 1.9216 -0.1421
0.3220 -0.7369 0.2570
0.0796 -1.0467 0.2533
1.1845 1.3643 -0.7462
-0.4494 -0.3825 -0.1659
0.2173 -0.3701 -0.1237
-0.7845 -1.1593 0.4906

**LUMO energy**: -7.661 eV
**Relative energy (zero: lowest compared OMol25 entry of this formula, charge and spin)**: 37.5 kcal per mole
**HOMO level**: -0.4830 Ha
**Charge**: +1
**HOMO-LUMO gap**: 5.481 eV